This record from the OMol25 dataset describes a structure of composition C36H47N5P2V in a non-equilibrium geometry. The level of theory is ωB97M-V/def2-TZVPD.

## Properties
Gap between HOMO and LUMO (alpha / beta) in eV: 6.83 / 7.02
Spin multiplicity: 4
<S²>: 3.78

Each line ends with the Löwdin spin population.
CARTESIAN COORDINATES (ANGSTROEM)
1 V 0.12 0.75 -0.84  2.095
2 C 2.09 -0.05 -0.81  0.151
3 C 2.18 1.34 -0.52  0.147
4 C 2.36 2.39 -1.56  0.033
5 C 1.02 3.03 -1.97  0.057
6 C 0.04 2.09 -2.54  0.141
7 C 0.23 0.76 -2.98  0.155
8 C 1.53 0.10 -3.35  0.043
9 C 2.31 -0.60 -2.19  0.045
10 C -1.01 1.77 0.55  0.017
11 H 2.30 -0.75 0.00  0.008
12 H 2.41 1.63 0.51  0.014
13 H 2.89 2.03 -2.45  0.002
14 H 3.02 3.19 -1.17  0.005
15 H 0.62 3.57 -1.09  0.009
16 H 1.23 3.84 -2.70  0.017
17 H -0.90 2.58 -2.84  0.011
18 H -0.66 0.30 -3.45  0.008
19 H 2.22 0.77 -3.89  0.006
20 H 1.31 -0.69 -4.10  0.004
21 H 2.08 -1.68 -2.22  0.000
22 H 3.39 -0.54 -2.43  0.013
23 H -0.96 1.34 1.56  0.002
24 H -2.05 1.71 0.18  0.006
25 H -0.68 2.82 0.58  0.014
26 P 0.93 5.53 -4.18  0.004
27 P 4.16 5.08 -2.35  0.003
28 N 0.37 5.11 -5.78  0.001
29 N 0.21 7.24 -4.31  0.001
30 N 5.26 4.25 -3.45  0.000
31 N 5.49 6.02 -1.63  0.001
32 C 2.63 6.04 -4.66  0.000
33 C 3.57 6.41 -3.50  0.000
34 C -0.82 4.40 -5.99  0.000
35 C -1.16 4.49 -7.34  0.000
36 C -0.17 5.31 -7.98  0.000
37 C 0.74 5.69 -7.00  0.000
38 C -0.59 7.78 -3.30  0.000
39 C -0.82 9.13 -3.56  0.000
40 C -0.16 9.44 -4.78  0.000
41 C 0.46 8.27 -5.22  0.000
42 C 5.58 2.89 -3.33  0.000
43 C 6.03 2.42 -4.56  0.000
44 C 6.01 3.52 -5.47  0.000
45 C 5.61 4.64 -4.75  0.000
46 C 6.71 6.45 -2.18  0.000
47 C 7.33 7.31 -1.29  0.000
48 C 6.44 7.46 -0.16  0.000
49 C 5.33 6.68 -0.41  0.000
50 H 2.55 6.93 -5.30  0.000
51 H 3.07 5.26 -5.29  0.000
52 H 4.45 6.90 -3.95  0.000
53 H 3.09 7.16 -2.85  0.000
54 H -1.30 3.91 -5.16  0.000
55 H -2.02 4.04 -7.81  0.000
56 H -0.14 5.61 -9.01  0.000
57 H 1.61 6.32 -7.07  0.000
58 H -0.94 7.15 -2.50  0.000
59 H -1.39 9.81 -2.94  0.000
60 H -0.12 10.40 -5.28  0.000
61 H 1.04 8.11 -6.11  0.000
62 H 5.53 2.41 -2.36  0.000
63 H 6.32 1.40 -4.79  0.000
64 H 6.21 3.50 -6.53  0.000
65 H 5.62 5.69 -5.04  0.000
66 H 7.04 6.10 -3.15  0.000
67 H 8.29 7.79 -1.42  0.000
68 H 6.62 8.07 0.71  0.000
69 H 4.42 6.53 0.16  0.000
70 C 0.58 -2.09 3.87  0.000
71 N 0.68 -2.12 2.44  0.000
72 C 1.71 -2.93 1.85  0.000
73 C -0.13 -1.21 1.66  0.000
74 C -0.70 -1.87 0.44  0.007
75 C -1.30 -3.13 0.63  -0.004
76 C -1.69 -3.91 -0.46  0.012
77 C -1.59 -3.35 -1.74  -0.003
78 C -1.13 -2.04 -1.92  0.009
79 C -0.67 -1.29 -0.83  -0.038
80 H 1.56 -2.29 4.30  0.000
81 H -0.12 -2.87 4.23  0.000
82 H 0.20 -1.11 4.20  0.000
83 H 1.31 -3.90 1.50  0.000
84 H 2.19 -2.42 0.99  0.000
85 H 2.45 -3.12 2.63  0.000
86 H -0.96 -0.89 2.31  0.000
87 H 0.47 -0.29 1.44  0.001
88 H -1.41 -3.53 1.64  -0.001
89 H -2.09 -4.91 -0.30  0.001
90 H -1.91 -3.94 -2.59  -0.001
91 H -1.15 -1.60 -2.91  0.001